13
Properties=species:S:1:pos:R:3 method="wB97M-V/def2-TZVPD" orbital_gap_ev=9.84 relative_energy_kj_mol=455.5 smiles="CCN(O)C=O" homo_energy_ev=-9.06 energy_ev=-8805.808 lumo_energy_ha=0.0288
C -1.80668 0.27001 0.33411
C -0.61384 -0.69953 -0.35728
N 0.63280 0.09035 -0.02526
O 0.63509 1.45617 -0.20218
C 1.89069 -0.48254 0.16979
O 2.99933 0.17319 0.08029
H -1.66036 0.44211 1.61706
H -2.84600 -0.01579 -0.10955
H -1.70530 1.32464 -0.25016
H -0.36737 -1.72741 0.18571
H -0.75026 -0.91158 -1.55629
H 1.62706 1.67614 -0.19338
H 1.96485 -1.59576 0.30716

134
Properties=species:S:1:pos:R:3 method="wB97M-V/def2-TZVPD" orbital_gap_ev=6.40 homo_energy_ev=-4.63 energy_ev=-188300.506 lumo_energy_ha=0.0654 charge=-1
C -0.80276 -0.26418 -0.13814
C -1.81905 0.04762 -1.22319
S -2.67083 -1.38516 -1.92471
C -3.28297 -2.28079 -0.47964
P -5.13971 -2.05097 -0.02735
Cl -5.64710 -2.16106 -2.19946
O -6.78377 -1.66206 0.33709
C -7.04716 -0.35599 0.01037
C -8.35619 0.23821 0.51507
C -5.81373 0.40815 0.45570
Br -5.64384 0.43814 2.46019
O -4.79233 -0.31881 -0.01992
H -1.32414 -0.73417 0.67787
H -0.05155 -0.90490 -0.55703
H -0.38432 0.67175 0.19281
H -1.40005 0.59276 -2.05961
H -2.56295 0.69682 -0.77200
H -3.12519 -3.33941 -0.63249
H -2.74149 -2.00509 0.41249
H -4.77012 -2.18334 1.35652
H -5.47401 -3.43612 -0.00839
H -7.01384 -0.20013 -1.07160
H -8.14681 1.11214 1.11184
H -8.94261 -0.45706 1.09905
H -8.94403 0.53362 -0.33986
H -5.77776 1.45229 0.20179
O 2.40471 1.98922 0.75423
C 2.83297 0.93294 0.38145
O 2.09356 0.03847 -0.30850
C 2.85101 -1.16780 -0.51424
C 4.30643 -0.75669 -0.37899
C 4.22015 0.37943 0.63475
H 2.55335 -1.89363 0.24395
H 2.62590 -1.57458 -1.49868
H 4.95423 -1.57335 -0.08049
H 4.67331 -0.36821 -1.33180
H 4.26659 0.01158 1.66202
H 4.98122 1.13632 0.46505
O -0.83918 5.24715 -5.43565
C -0.76787 4.95344 -4.27610
O -0.10146 5.70693 -3.37401
C -0.09447 5.04866 -2.08866
C -1.28119 4.09949 -2.12408
C -1.34038 3.72078 -3.60187
H 0.85517 4.52326 -1.97378
H -0.17693 5.79755 -1.30535
H -1.17219 3.25037 -1.45248
H -2.19012 4.63400 -1.84417
H -0.70125 2.86564 -3.83138
H -2.35315 3.53049 -3.94506
O 7.01113 2.20156 1.17111
C 6.99426 1.94133 2.33719
O 7.87083 1.09633 2.92874
C 7.51979 0.91413 4.31336
C 6.68978 2.13713 4.68011
C 5.99702 2.45598 3.35565
H 6.95409 -0.01514 4.40500
H 8.43070 0.83011 4.90112
H 6.00711 1.95937 5.50832
H 7.34873 2.96139 4.95878
H 5.06182 1.90616 3.23657
H 5.82480 3.51967 3.22262
O -5.91172 1.84095 7.80911
C -6.14547 0.74477 7.39094
O -5.85794 0.35905 6.13006
C -6.34920 -0.97528 5.89071
C -6.47684 -1.60294 7.27213
C -6.81953 -0.39290 8.13799
H -7.30818 -0.90466 5.37550
H -5.64885 -1.50507 5.25132
H -7.21244 -2.40394 7.31179
H -5.51498 -2.01475 7.58231
H -7.89272 -0.20006 8.16941
H -6.42637 -0.47466 9.14722
O -6.11273 -6.16064 -2.81309
C -7.13502 -5.83719 -3.33085
O -7.96322 -6.74684 -3.93309
C -9.06063 -6.07163 -4.56044
C -9.16870 -4.73154 -3.84736
C -7.71324 -4.44063 -3.47730
H -8.83474 -5.95756 -5.62424
H -9.95719 -6.68024 -4.45583
H -9.63373 -3.95946 -4.45836
H -9.76195 -4.84312 -2.93823
H -7.18069 -3.92318 -4.27483
H -7.62257 -3.88257 -2.55324
O 11.89517 6.57638 3.35725
C 11.21765 5.84418 2.69950
O 9.98898 5.43026 3.09027
C 9.46385 4.47433 2.14671
C 10.21445 4.73781 0.85089
C 11.57269 5.21164 1.36611
H 9.64527 3.46920 2.53389
H 8.39230 4.62309 2.04139
H 10.26064 3.86781 0.20019
H 9.72889 5.54384 0.29955
H 12.25544 4.38043 1.54749
H 12.03895 5.93988 0.70938
O 1.89724 -0.33671 -7.19906
C 1.18332 0.59305 -7.43134
O 0.03973 0.83455 -6.74811
C -0.65453 1.95907 -7.32349
C 0.41104 2.74430 -8.06588
C 1.36921 1.64347 -8.51355
H -1.43423 1.58092 -7.98846
H -1.12016 2.54149 -6.53269
H 0.01101 3.34440 -8.88055
H 0.92071 3.41591 -7.37411
H 1.08017 1.21100 -9.47264
H 2.40242 1.97544 -8.55162
O 1.55893 -1.19392 2.62409
C 0.84123 -0.77346 3.48204
O 0.85686 0.51873 3.88429
C -0.04260 0.70396 4.99148
C -1.03381 -0.44778 4.89922
C -0.17150 -1.55561 4.29592
H 0.53950 0.67843 5.91656
H -0.51818 1.67723 4.90250
H -1.48505 -0.70313 5.85606
H -1.83681 -0.19063 4.20772
H 0.36126 -2.12742 5.05772
H -0.74062 -2.22478 3.65720
O 5.80669 -3.58694 -0.70664
C 5.02912 -4.25314 -1.32476
O 3.80315 -4.56563 -0.84914
C 3.12543 -5.45291 -1.75848
C 3.80167 -5.23213 -3.10453
C 5.23185 -4.88808 -2.68720
H 3.24546 -6.47565 -1.39454
H 2.06700 -5.20704 -1.77194
H 3.72429 -6.09007 -3.76899
H 3.35074 -4.37636 -3.60790
H 5.85270 -5.77715 -2.56712
H 5.70900 -4.19001 -3.36853

12
Properties=species:S:1:pos:R:3 method="wB97M-V/def2-TZVPD" orbital_gap_ev=8.12 relative_energy_kj_mol=433.9 homo_energy_ev=-8.36 energy_ev=-8335.964 lumo_energy_ha=-0.0088
C -0.14933 -0.70227 -1.11391
C 0.35889 1.19933 -0.14447
O -0.67842 1.36386 0.62300
C -0.41440 0.08492 1.33011
C 0.72643 -0.20235 0.25575
O 1.79095 -0.83030 0.40985
H 0.48728 -0.59148 -1.99470
H -0.21177 -1.76308 -0.85864
H -1.15428 -0.30752 -1.29896
H 0.58723 1.95775 -0.89403
H -1.32323 -0.51976 1.36572
H -0.01935 0.31089 2.32029

36
Properties=species:S:1:pos:R:3 method="wB97M-V/def2-TZVPD" orbital_gap_ev=7.29 homo_energy_ev=-8.03 energy_ev=-171732.666 lumo_energy_ha=-0.0272
C 2.67898 3.54859 1.97284
C 1.66660 2.82123 1.43052
C 1.83281 1.35266 1.28343
C 2.74058 0.69499 2.22138
C 2.96405 -0.63764 2.14862
C 2.33713 -1.44099 1.14769
N 2.43316 -2.74310 0.92495
S 1.45483 -3.09258 -0.32305
N 0.87326 -1.58906 -0.68585
C 1.42509 -0.78002 0.22730
C 1.17354 0.62669 0.32017
O 0.31118 1.30740 -0.50361
C -1.03835 0.82912 -0.43004
C -1.95342 1.62485 0.55641
C -2.04608 0.87870 1.91390
O -1.51008 2.93611 0.84126
H 3.70680 3.34718 1.65076
H 2.41833 4.34782 2.67285
H 0.78224 3.36274 1.08486
H 3.22675 1.28350 2.99734
H 3.64612 -1.08750 2.87343
H -1.09201 -0.23225 -0.15270
H -1.46234 0.95473 -1.44124
H -2.97532 1.58675 0.13113
H -2.46007 -0.12682 1.75122
H -1.05355 0.81559 2.39140
H -2.69031 1.48810 2.56807
H -1.85852 3.56547 0.19924
Br -0.78912 -2.75954 -1.84914
C -2.02154 -3.64280 -3.09138
C -1.90124 -3.06234 -4.47546
Br -2.78936 -1.33210 -4.60017
H -3.02067 -3.54719 -2.67469
H -1.73200 -4.69367 -3.09242
H -2.40665 -3.69361 -5.20393
H -0.87082 -2.91105 -4.78509

17
Properties=species:S:1:pos:R:3 method="wB97M-V/def2-TZVPD" s_squared=0.751 orbital_gap_ev="8.59 / 9.36" spin_multiplicity=2 relative_energy_kj_mol=130.4 homo_energy_ev="-23.68 / -24.38" energy_ev=-30450.671 lumo_energy_ha="-0.5547 / -0.5520" charge=+3
Ce -0.07563 -0.39516 -0.05878
C 0.07987 1.00814 2.07975
O -0.06985 1.73204 2.97067
C 0.04999 1.94056 -0.96291
O -0.01560 3.02350 -1.38600
C -2.28743 0.27354 -0.35649
O -3.29402 -0.01549 0.15097
C 2.19373 -0.13489 0.02370
O 3.32482 0.15404 0.00342
C 0.00476 -1.87068 -1.90298
H 0.89865 -2.36554 -1.47011
H -0.88589 -2.37842 -1.47649
C 0.00103 -0.64533 -2.50008
H -0.88412 -0.04322 -2.75719
H 0.88587 -0.03674 -2.74687
O -1.40254 -2.61344 2.33588
C -0.71955 -1.91980 1.70831

99
Properties=species:S:1:pos:R:3 method="wB97M-V/def2-TZVPD" orbital_gap_ev=7.67 relative_energy_kj_mol=0.0 homo_energy_ev=-10.18 energy_ev=-191148.629 lumo_energy_ha=-0.0921 charge=+1
Bi 0.57030 -0.21420 0.33314
S 0.51335 0.49030 5.27580
C -0.79892 -0.63327 5.31283
C -1.33669 -1.31180 6.41366
C -2.45261 -2.11304 6.20112
C -3.01420 -2.24529 4.93099
C -2.46732 -1.59057 3.84154
C -1.32470 -0.78189 4.01307
N -0.70269 -0.02591 3.04524
C 0.24208 0.69190 3.55446
C 0.98415 1.72110 2.79656
C 1.65943 2.74924 3.47177
C 2.35127 3.75358 2.79882
C 2.34117 3.75745 1.41328
C 1.71296 2.73601 0.73017
C 1.04196 1.70113 1.38910
H -0.88797 -1.18981 7.39999
H -2.89188 -2.62438 7.04134
H -3.91771 -2.85447 4.81397
H -2.90504 -1.66512 2.86946
H 1.64397 2.77357 4.54582
H 2.87915 4.51343 3.36401
H 2.88338 4.52411 0.87426
H 1.78134 2.74562 -0.35045
C -4.65454 -0.88654 0.83479
As -2.81081 -0.30306 0.38114
C -3.28594 1.24594 -0.71502
C -2.56322 -1.62112 -1.05968
C -3.02957 -1.37198 -2.35400
C -2.93990 -2.33173 -3.34788
C -2.35543 -3.56289 -3.07174
C -1.85501 -3.81426 -1.80063
C -1.90483 -2.83479 -0.79052
As -1.21188 -3.18689 1.01812
C -2.29115 -4.79323 1.35646
C 0.48101 -4.10218 0.55171
H -5.30694 -0.82209 -0.03291
H -5.07420 -0.26738 1.62027
H -4.64972 -1.90557 1.20997
H -4.19554 1.10761 -1.28605
H -2.45458 1.48663 -1.38834
H -3.39117 2.09014 -0.03863
H -3.50788 -0.41966 -2.61280
H -3.35837 -2.11450 -4.33287
H -2.29212 -4.34783 -3.83695
H -1.40590 -4.78738 -1.60650
H -2.21557 -5.50767 0.51829
H -3.32851 -4.47632 1.52847
H -1.93467 -5.28086 2.25245
H 0.38724 -4.83105 -0.26123
H 0.84822 -4.61619 1.43876
H 1.21843 -3.33731 0.28926
N 8.14610 0.26679 1.00364
C 7.02208 0.08288 0.87356
C 5.60025 -0.09141 0.69821
C 4.95745 0.64978 -0.28742
C 3.60182 0.50606 -0.49953
C 2.83482 -0.33960 0.29587
C 3.49342 -1.05347 1.29067
C 4.86330 -0.94199 1.49152
H 5.50360 1.37751 -0.88665
H 3.14049 1.07932 -1.29806
H 2.94939 -1.68748 1.97972
H 5.34198 -1.50469 2.26330
C 2.06316 -2.60002 -4.80721
N 2.15611 -2.36395 -3.35268
C 3.35750 -1.56315 -3.01486
C 0.87604 -1.87124 -2.70617
C 0.56088 -0.41006 -2.89814
C 0.20865 -0.02655 -4.19147
C -0.10213 1.28503 -4.47302
C -0.11041 2.21138 -3.44790
C 0.17737 1.82382 -2.15944
C 0.51241 0.51414 -1.83725
H 2.96835 -3.10770 -5.13036
H 1.96541 -1.65187 -5.33277
H 1.20809 -3.24060 -5.02121
H 2.29629 -3.28932 -2.93271
H 3.21582 -0.54441 -3.34520
H 4.23495 -1.98394 -3.50965
H 3.51549 -1.56004 -1.94470
H 0.96091 -2.09168 -1.63677
H 0.09059 -2.47379 -3.12793
H 0.15023 -0.75304 -4.98438
H -0.35895 1.57762 -5.46576
H -0.37312 3.24724 -3.65400
H 0.12042 2.56463 -1.37309
C -1.41877 7.09396 -0.70445
N -1.30610 5.87412 0.05582
C -1.06632 5.74880 1.39889
C -1.18864 4.41174 1.65825
N -1.46034 3.71151 0.49859
C -1.54700 4.63386 -0.42960
H -0.53667 7.72348 -0.53527
H -2.32295 7.65228 -0.45868
H -1.43693 6.83736 -1.76758
H -0.83251 6.59844 2.03442
H -1.04893 3.89899 2.60325
H -1.80585 4.46376 -1.47569

14
Properties=species:S:1:pos:R:3 method="wB97M-V/def2-TZVPD" orbital_gap_ev="9.30 / 9.30" relative_energy_kj_mol=203.1 smiles="C=C(F)C=O.C=S(=O)=O" homo_energy_ev="-9.99 / -9.99" energy_ev=-23919.908 lumo_energy_ha="-0.0251 / -0.0251"
C -1.39831 0.30875 -1.59078
C -1.27339 0.53812 -0.26734
F -0.89150 -0.35224 0.69659
C -1.37660 1.90931 0.26146
O -1.68650 2.82528 -0.41981
H -1.23830 -0.68642 -1.92839
H -1.71839 1.22045 -2.14097
H -1.19756 1.97017 1.27541
C 1.92420 -1.45767 0.66936
S 1.55137 0.01298 0.14604
O 1.97029 0.22297 -1.23940
O 1.41210 1.06957 1.05709
H 2.28197 -2.22990 -0.08325
H 1.37143 -1.72229 1.62336

27
Properties=species:S:1:pos:R:3 method="wB97M-V/def2-TZVPD" orbital_gap_ev="9.30 / 5.81" relative_energy_kj_mol=546.9 homo_energy_ev="-8.97 / -7.25" energy_ev=-15155.955 lumo_energy_ha="0.0123 / -0.0528"
C -0.48938 -0.38201 -0.66603
C -0.81739 0.40378 0.70555
C 0.23592 0.63727 1.60985
C 0.02452 0.23061 -1.72319
C 1.60287 0.10806 1.49333
C -0.05921 1.65737 2.69141
C 0.84110 1.49986 -1.59608
C -0.07548 -0.41344 -3.02030
C -1.44853 -2.25095 0.57328
N -1.02240 -1.67093 -0.65391
O -2.00518 0.77214 0.77567
O -0.77905 -2.33620 -1.68429
H 2.23114 0.59106 0.79780
H 1.71763 -1.03447 1.40040
H 2.06435 0.31689 2.53858
H -0.19131 1.27342 3.66578
H -0.93751 2.24894 2.35996
H 0.92753 2.16580 2.77676
H 1.89315 1.14342 -1.63003
H 0.69179 2.04766 -0.67245
H 0.67988 2.06087 -2.49015
H -0.07390 0.30978 -3.81981
H -0.99228 -0.97669 -2.94374
H 0.78494 -1.04754 -3.24703
H -2.51564 -2.63510 0.61412
H -0.98275 -3.17303 0.71855
H -1.30479 -1.54656 1.42599

13
Properties=species:S:1:pos:R:3 method="wB97M-V/def2-TZVPD" s_squared=8.759 orbital_gap_ev="4.39 / 6.21" spin_multiplicity=6 relative_energy_kj_mol=1.6 homo_energy_ev="-14.67 / -19.63" energy_ev=-12521.745 lumo_energy_ha="-0.3779 / -0.4930" charge=+2
C 2.80275 0.24470 0.45001
C 2.81376 0.21558 1.88669
H 3.38811 -0.53005 -0.05189
H 2.66063 1.22891 -0.00464
H 3.41456 -0.59771 2.30710
H 2.96761 1.18391 2.37424
H 1.37576 -0.21971 1.78947
O -0.82410 -0.37399 -0.77678
C -0.00984 0.32249 -0.07310
O -0.04832 1.54680 -0.00163
O 0.96546 -0.44444 0.44734
Rh -0.14074 -2.21666 -0.37323
Li -1.79143 1.36337 -1.06197

19
Properties=species:S:1:pos:R:3 method="wB97M-V/def2-TZVPD" orbital_gap_ev=9.17 relative_energy_kj_mol=87.8 smiles=[NH3+][C@@H](CO)CCS homo_energy_ev=-12.67 energy_ev=-18708.157 lumo_energy_ha=-0.1285 charge=+1
N 1.98208 -0.36910 -0.15410
C 0.45881 -0.42582 -0.00952
C 0.10249 -0.01828 1.40550
O 0.80818 -0.89092 2.28558
C -0.14761 0.55717 -1.09654
C -1.63899 0.75159 -0.80013
S -2.69960 -0.71969 -0.73167
H 2.36362 -0.67645 0.74272
H 2.41087 0.51477 -0.45393
H 2.23712 -0.87801 -1.01322
H 0.30505 -1.49294 -0.15912
H -0.96242 -0.19500 1.50965
H 0.37696 1.02224 1.67973
H 0.56291 -0.65737 3.18958
H 0.47242 1.46171 -0.95399
H 0.31944 0.26810 -2.05299
H -1.73897 1.26107 0.16745
H -2.18795 1.35509 -1.49833
H -3.02441 -0.86816 -2.05669

63
Properties=species:S:1:pos:R:3 method="wB97M-V/def2-TZVPD" s_squared=6.059 orbital_gap_ev="8.18 / 5.34" spin_multiplicity=5 relative_energy_kj_mol=58.9 homo_energy_ev="-11.17 / -11.02" energy_ev=-108225.854 lumo_energy_ha="-0.1096 / -0.2087" charge=+1
Os 0.00670 -0.10079 0.02053
C 3.64791 -0.94021 -0.46781
C 3.23282 0.43777 -0.10627
N 1.99297 0.84723 0.02213
C 1.92768 2.17815 0.40349
C 3.13187 2.77795 0.55189
S 4.37941 1.66194 0.21673
C 0.60311 2.75873 0.57158
C 0.26378 4.04110 0.84752
S -1.43485 4.20355 0.84336
C -1.62564 2.55271 0.47447
N -0.47782 1.91269 0.39180
C -2.96944 1.98364 0.18511
H 2.76426 -1.53614 -0.67255
H 4.21218 -1.38880 0.35046
H 4.28694 -0.92822 -1.35036
H 3.34198 3.79283 0.83830
H 0.91280 4.87739 1.03673
H -3.75335 2.65565 0.52759
H -3.09529 1.01255 0.65861
H -3.07349 1.85302 -0.89413
S -1.63673 -0.97772 1.43050
C -1.15601 -0.18325 2.88312
S 0.35923 0.47741 3.07393
C -2.09817 -0.15204 3.96539
C -3.37474 -0.74004 3.83011
N -4.42314 -1.20120 3.70843
C -1.79367 0.49106 5.18476
N -1.55866 1.03541 6.17183
C 0.67525 -3.91943 0.48814
C 0.28187 -3.17328 -0.78463
O 0.62916 -1.83110 -0.70279
C -1.23110 -3.40074 -1.07850
F -1.45018 -4.51751 -1.77854
F -1.95304 -3.49553 0.04288
F -1.74424 -2.36991 -1.79075
C 1.09178 -3.75626 -1.97949
F 0.60284 -3.35691 -3.16841
F 2.36865 -3.34536 -1.91945
F 1.11113 -5.09378 -1.97089
H 0.23057 -3.40716 1.33897
H 1.75891 -3.90784 0.58993
H 0.33425 -4.95265 0.47455
C 2.18966 2.65916 -7.89337
C 1.52876 1.96000 -6.74356
C 1.01911 2.68124 -5.66510
C 0.41770 2.04136 -4.59563
C 0.33305 0.65742 -4.60851
C 0.85030 -0.08979 -5.65775
C 1.43485 0.57024 -6.72487
S -0.44756 -0.22626 -3.28965
C -2.15812 0.01458 -3.76124
O -0.29795 0.69518 -2.06282
H 1.97197 3.72495 -7.88692
H 1.85771 2.24525 -8.84459
H 3.27238 2.53673 -7.84315
H 1.09283 3.76118 -5.66708
H 0.03080 2.60139 -3.75524
H 0.80071 -1.17054 -5.63893
H 1.83403 -0.00280 -7.55181
H -2.33623 1.07415 -3.93216
H -2.77731 -0.37278 -2.95680
H -2.33501 -0.55750 -4.67022

10
Properties=species:S:1:pos:R:3 method="wB97M-V/def2-TZVPD" orbital_gap_ev=8.58 relative_energy_kj_mol=418.3 smiles="O=c1nnc(=O)[nH][nH]1" homo_energy_ev=-10.19 energy_ev=-12158.412 lumo_energy_ha=-0.0594
O 2.53843 -0.44793 0.40268
C 1.36571 -0.39266 0.06423
N 0.49918 -1.71760 -0.04657
N -0.75212 -1.56010 -0.27544
C -1.36723 -0.35888 -0.00717
O -2.51796 -0.30902 0.41012
N -0.64804 0.75620 0.01385
N 0.79796 0.77012 -0.26205
H -1.12159 1.59234 -0.03350
H 1.20567 1.66753 -0.26614